No. 1
8 unconnected molecules or ions with the total composition C38H94BFN5O26S8. Source: OMol25; level of theory: ωB97M-V/def2-TZVPD.

ORCA input file:
```
! RIJCOSX wB97M-V def2-TZVPD def2/J DEFGRID3
* xyz 1 1
C 11.27 -2.22 3.97
C 12.02 -1.86 5.39
C 11.00 -1.57 6.64
C 9.90 -0.39 6.36
C 8.74 -0.29 7.56
C 7.35 0.16 6.81
C 5.98 -0.12 7.66
C 4.87 -1.06 6.90
N 4.06 -0.35 5.83
C 4.34 -0.72 4.39
C 5.52 0.16 3.66
O 6.04 1.31 4.10
N 6.04 -0.36 2.32
C 4.92 -0.57 1.32
C 6.90 -1.60 2.49
C 3.08 0.55 6.13
N 2.17 1.29 5.20
S 2.93 2.45 4.17
C 1.09 0.48 4.57
O -0.28 1.00 4.71
C -1.05 0.26 3.65
O -2.41 -0.13 4.08
C -2.88 -1.20 3.16
C -4.46 -0.98 2.69
O -4.84 -2.26 2.01
N 2.86 0.81 7.64
F 1.59 0.42 7.87
B 2.92 2.33 7.91
N 1.89 3.07 8.77
O 4.08 3.05 7.27
H 11.95 -2.84 3.22
H 11.02 -1.21 3.40
H 10.24 -2.78 4.10
H 12.67 -0.88 5.24
H 12.66 -2.81 5.68
H 10.39 -2.56 6.85
H 11.58 -1.27 7.61
H 10.38 0.69 6.20
H 9.38 -0.64 5.32
H 8.65 -1.27 8.19
H 9.12 0.59 8.27
H 7.42 1.33 6.64
H 7.26 -0.43 5.79
H 6.31 -0.72 8.64
H 5.57 0.91 8.04
H 5.46 -2.00 6.46
H 4.15 -1.53 7.73
H 3.42 -0.73 3.67
H 4.75 -1.84 4.41
H 4.16 -1.43 1.66
H 5.30 -0.83 0.25
H 4.23 0.39 1.20
H 7.25 -1.71 3.60
H 7.86 -1.43 1.81
H 6.41 -2.59 2.09
H 2.21 3.65 4.31
H 1.31 0.44 3.40
H 1.16 -0.66 4.92
H -0.51 -0.76 3.34
H -1.13 0.98 2.70
H -2.26 -1.24 2.14
H -2.84 -2.28 3.66
H -4.49 -0.15 1.83
H -5.18 -0.70 3.57
H -5.80 -2.49 2.20
H 1.07 3.40 8.20
H 2.39 3.96 9.06
H 4.79 3.00 8.00
O -2.61 4.31 -1.57
S -3.42 3.35 -0.86
O -3.31 1.93 -1.11
O -4.99 3.78 -0.95
C -5.57 3.95 -2.24
C -5.80 2.61 -2.92
C -3.21 3.61 0.89
H -4.94 4.60 -2.86
H -6.53 4.45 -2.10
H -4.86 2.10 -3.14
H -6.33 2.74 -3.87
H -6.39 1.95 -2.28
H -3.32 4.67 1.11
H -2.21 3.27 1.16
H -3.96 3.02 1.43
O 2.32 -3.38 1.58
S 2.40 -4.72 1.04
O 3.07 -5.00 -0.21
O 0.90 -5.36 0.99
C -0.11 -4.67 0.27
C 0.09 -4.80 -1.23
C 3.07 -5.79 2.28
H -0.16 -3.62 0.57
H -1.07 -5.12 0.54
H 1.01 -4.30 -1.55
H -0.74 -4.34 -1.78
H 0.17 -5.85 -1.52
H 2.56 -5.62 3.23
H 4.13 -5.56 2.38
H 2.96 -6.83 1.95
O 3.50 5.07 1.69
S 4.93 4.93 1.54
O 5.87 5.66 2.35
O 5.32 5.13 -0.03
C 4.95 6.35 -0.67
C 5.82 7.50 -0.21
C 5.34 3.20 1.66
H 3.89 6.56 -0.51
H 5.09 6.20 -1.74
H 5.66 7.72 0.85
H 5.58 8.41 -0.77
H 6.88 7.27 -0.34
H 4.66 2.63 1.02
H 5.22 2.90 2.70
H 6.38 3.06 1.35
O -7.15 5.07 -4.52
S -8.18 5.29 -5.51
O -8.25 4.51 -6.73
O -8.23 6.87 -5.90
C -7.04 7.49 -6.38
C -6.73 7.06 -7.81
C -9.76 5.19 -4.71
H -6.20 7.28 -5.72
H -7.21 8.57 -6.36
H -6.50 5.99 -7.86
H -5.87 7.61 -8.20
H -7.60 7.24 -8.46
H -9.74 5.80 -3.81
H -9.94 4.14 -4.46
H -10.53 5.54 -5.41
O -7.93 -2.09 -0.69
S -6.82 -1.88 -1.59
O -6.83 -0.83 -2.59
O -6.42 -3.29 -2.30
C -7.43 -3.98 -3.04
C -7.73 -3.29 -4.35
C -5.34 -1.68 -0.62
H -8.33 -4.09 -2.43
H -7.04 -4.98 -3.24
H -8.17 -2.30 -4.19
H -8.43 -3.87 -4.95
H -6.81 -3.14 -4.93
H -5.29 -2.48 0.12
H -5.39 -0.71 -0.12
H -4.47 -1.71 -1.28
O -5.03 1.48 -10.58
S -4.84 0.46 -9.56
O -5.61 -0.76 -9.53
O -4.90 1.16 -8.09
C -6.08 1.89 -7.74
C -7.24 0.96 -7.45
C -3.11 0.02 -9.53
H -6.33 2.61 -8.52
H -5.84 2.46 -6.83
H -7.54 0.41 -8.35
H -8.11 1.52 -7.09
H -6.96 0.21 -6.70
H -2.51 0.93 -9.52
H -2.90 -0.55 -10.44
H -2.92 -0.59 -8.65
O -4.10 -7.42 -4.25
S -2.67 -7.57 -4.40
O -1.73 -6.83 -3.58
O -2.28 -7.36 -5.97
C -2.65 -6.15 -6.60
C -1.78 -4.99 -6.14
C -2.26 -9.29 -4.28
H -3.71 -5.93 -6.44
H -2.51 -6.29 -7.68
H -1.94 -4.77 -5.08
H -2.02 -4.08 -6.71
H -0.72 -5.23 -6.27
H -2.94 -9.87 -4.91
H -2.38 -9.59 -3.23
H -1.22 -9.43 -4.58
*
```

As for the total energy: -7043.75911 a.u. For the strongest force on any atom, the calculation gives 8.7 eV Å⁻¹.

No. 2
A molecular structure, C38H94Br3ClIN7O7P. Source: OMol25; level of theory: ωB97M-V/def2-TZVPD.

ORCA input file:
```
! RIJCOSX wB97M-V def2-TZVPD def2/J DEFGRID3
* xyz -1 1
C -3.19 -1.33 5.44
C -2.60 -1.46 4.03
C -3.42 -1.20 2.73
I -4.25 0.82 3.23
P -4.68 -2.58 2.05
C -3.73 -2.86 0.39
C -5.77 -4.16 1.54
C -7.11 -4.20 0.81
N -8.23 -4.36 1.77
C -5.79 -2.44 3.61
C -5.62 -3.40 4.79
C -6.54 -3.04 5.95
Cl -8.25 -3.34 5.60
C -3.46 -3.98 2.84
C -2.09 -4.31 2.31
O -1.76 -5.44 2.03
Br -0.59 -3.02 1.99
C -5.83 -1.25 1.03
Br -4.69 -0.01 -0.12
C -6.98 -0.44 1.67
C -7.26 0.97 1.12
Br -8.76 -1.33 1.41
H -4.27 -1.36 5.51
H -2.86 -0.43 5.94
H -2.82 -2.15 6.05
H -2.00 -2.35 4.00
H -1.83 -0.68 3.99
H -2.70 -0.90 1.99
H -3.42 -3.89 0.26
H -4.36 -2.71 -0.48
H -2.84 -2.26 0.24
H -5.12 -4.82 0.98
H -5.97 -4.75 2.43
H -7.12 -5.09 0.18
H -7.39 -3.41 0.11
H -9.09 -4.46 1.25
H -8.09 -5.22 2.27
H -6.81 -2.62 3.27
H -5.83 -1.44 4.04
H -5.84 -4.43 4.55
H -4.64 -3.38 5.25
H -6.28 -3.64 6.81
H -6.39 -2.01 6.24
H -3.91 -4.96 2.78
H -3.31 -3.87 3.91
H -6.27 -1.73 0.17
H -6.95 -0.29 2.73
H -7.48 0.96 0.06
H -8.16 1.32 1.61
H -6.48 1.66 1.39
C -13.57 -0.60 -1.97
C -12.17 -0.69 -1.39
C -11.14 -1.33 -2.33
O -11.23 -2.73 -2.45
C -12.21 -3.20 -3.36
N -12.23 -1.37 -0.09
H -14.08 -1.56 -1.95
H -14.17 0.10 -1.39
H -13.55 -0.24 -3.01
H -11.82 0.33 -1.20
H -10.14 -1.14 -1.92
H -11.17 -0.86 -3.33
H -12.31 -2.54 -4.22
H -13.18 -3.32 -2.88
H -11.88 -4.18 -3.71
H -11.31 -1.32 0.33
H -12.37 -2.36 -0.27
C 4.09 -0.54 0.69
C 2.80 -1.04 0.06
C 2.27 -0.15 -1.08
O 1.66 1.05 -0.66
C 2.56 2.13 -0.46
N 1.78 -1.23 1.10
H 3.91 0.30 1.36
H 4.54 -1.34 1.29
H 4.81 -0.23 -0.07
H 3.00 -2.02 -0.39
H 1.49 -0.71 -1.59
H 3.06 0.06 -1.82
H 3.37 2.10 -1.19
H 2.96 2.13 0.56
H 1.99 3.05 -0.59
H 0.96 -1.65 0.67
H 1.47 -0.31 1.38
C 7.05 1.39 -5.28
C 7.11 1.76 -3.80
C 5.89 1.29 -3.00
O 4.72 2.07 -3.19
C 3.97 1.76 -4.35
N 7.33 3.21 -3.69
H 6.38 2.04 -5.84
H 8.04 1.49 -5.72
H 6.73 0.36 -5.41
H 7.98 1.26 -3.37
H 6.12 1.39 -1.93
H 5.67 0.23 -3.19
H 4.01 0.69 -4.58
H 4.31 2.33 -5.21
H 2.93 2.04 -4.15
H 7.49 3.44 -2.71
H 6.46 3.67 -3.93
C 2.25 1.37 6.63
C 1.14 1.06 5.62
C 1.63 0.87 4.18
O 1.97 2.08 3.50
C 3.25 2.57 3.81
N 0.12 2.11 5.72
H 2.59 2.40 6.57
H 1.87 1.21 7.64
H 3.11 0.71 6.49
H 0.68 0.12 5.91
H 0.82 0.42 3.61
H 2.48 0.17 4.13
H 3.96 1.76 4.02
H 3.22 3.25 4.66
H 3.61 3.14 2.95
H -0.66 1.87 5.13
H 0.51 2.95 5.28
C 9.73 2.63 -10.67
C 9.39 2.03 -9.31
C 7.95 1.50 -9.20
O 6.96 2.50 -9.05
C 6.54 3.12 -10.24
N 9.71 3.01 -8.27
H 9.30 3.63 -10.79
H 10.80 2.73 -10.78
H 9.36 2.00 -11.49
H 10.05 1.17 -9.16
H 7.89 0.89 -8.30
H 7.71 0.85 -10.05
H 6.53 2.42 -11.08
H 7.16 3.99 -10.49
H 5.52 3.48 -10.08
H 9.60 2.58 -7.35
H 8.99 3.73 -8.29
C 8.66 2.51 4.56
C 7.57 2.20 3.54
C 8.11 1.89 2.14
O 8.53 3.02 1.41
C 9.84 3.47 1.69
N 6.59 3.28 3.54
H 9.05 3.52 4.44
H 8.25 2.44 5.57
H 9.49 1.81 4.49
H 7.05 1.29 3.88
H 7.29 1.45 1.56
H 8.91 1.14 2.18
H 10.51 2.64 1.92
H 9.85 4.19 2.51
H 10.21 3.98 0.80
H 5.81 3.02 2.95
H 7.01 4.08 3.07
*
```

As for the total energy: -11235.30068 a.u. For the strongest force on any atom, the calculation gives 2.5 eV Å⁻¹.

No. 3
11 unconnected molecules or ions with the total composition C38H95N13O11. Source: OMol25; level of theory: ωB97M-V/def2-TZVPD.

ORCA input file:
```
! RIJCOSX wB97M-V def2-TZVPD def2/J DEFGRID3
* xyz 0 1
C 6.08 2.27 3.88
C 5.06 1.13 3.74
C 4.10 1.22 4.93
C 4.31 1.45 2.45
C 3.43 0.32 1.94
C 4.42 -0.83 1.65
C 5.13 -1.27 2.93
C 4.11 -1.99 3.86
C 6.19 -2.30 2.51
N 5.76 -0.14 3.59
O 6.35 -0.57 4.80
H 5.63 3.25 3.72
H 6.51 2.30 4.88
H 6.90 2.12 3.17
H 4.56 0.89 5.86
H 3.75 2.25 5.05
H 3.16 0.70 4.74
H 3.77 2.40 2.50
H 5.07 1.55 1.66
H 2.76 -0.12 2.69
H 2.89 0.50 1.01
H 5.14 -0.48 0.89
H 3.89 -1.69 1.25
H 3.47 -1.31 4.41
H 4.64 -2.61 4.59
H 3.46 -2.60 3.22
H 6.04 -2.67 1.50
H 6.31 -3.17 3.16
H 7.18 -1.85 2.56
H 7.16 -0.05 4.85
C 3.99 -4.04 -5.30
C 4.15 -3.57 -3.84
C 5.48 -4.14 -3.34
C 4.22 -2.05 -3.88
C 4.19 -1.41 -2.50
C 2.93 -1.88 -1.77
C 2.71 -3.40 -1.79
C 3.62 -4.03 -0.70
C 1.25 -3.63 -1.37
N 2.95 -3.94 -3.11
O 2.61 -5.31 -3.23
H 3.94 -5.12 -5.41
H 3.10 -3.57 -5.74
H 4.83 -3.66 -5.88
H 6.36 -3.74 -3.84
H 5.65 -3.84 -2.30
H 5.56 -5.23 -3.29
H 5.03 -1.68 -4.51
H 3.31 -1.75 -4.41
H 5.08 -1.60 -1.90
H 4.10 -0.33 -2.68
H 2.03 -1.32 -2.05
H 3.06 -1.52 -0.74
H 4.53 -3.47 -0.46
H 3.84 -5.08 -0.89
H 3.10 -3.99 0.26
H 0.59 -3.03 -2.01
H 1.07 -3.27 -0.36
H 1.05 -4.70 -1.43
H 1.79 -5.26 -3.72
C -4.21 -2.42 -0.46
C -5.33 -1.56 0.15
C -6.01 -2.34 1.29
C -4.67 -0.34 0.78
C -5.60 0.83 1.01
C -6.36 1.24 -0.25
C -7.04 0.08 -1.00
C -8.44 -0.10 -0.38
C -7.11 0.44 -2.47
N -6.26 -1.15 -0.87
O -6.79 -2.22 -1.60
H -4.55 -3.45 -0.54
H -3.91 -2.03 -1.43
H -3.33 -2.42 0.18
H -5.31 -2.91 1.91
H -6.57 -1.66 1.94
H -6.80 -3.01 0.92
H -4.19 -0.64 1.72
H -3.82 0.04 0.21
H -6.37 0.58 1.75
H -5.07 1.70 1.41
H -5.68 1.75 -0.94
H -7.11 1.97 0.05
H -8.35 -0.12 0.71
H -8.89 -1.02 -0.75
H -9.08 0.76 -0.58
H -7.75 -0.25 -3.05
H -6.13 0.28 -2.94
H -7.54 1.42 -2.67
H -7.43 -2.66 -1.02
N 0.35 0.08 -0.64
C -0.77 0.83 -0.37
N -1.72 0.59 -1.32
O -0.92 1.56 0.60
H 0.27 -0.74 -1.22
H 1.04 0.02 0.09
H -1.39 0.08 -2.14
H -2.69 0.72 -1.10
N 0.33 4.49 1.29
C 1.10 4.01 2.31
N 0.79 2.73 2.71
O 1.97 4.67 2.86
H 0.49 5.40 0.92
H -0.53 4.05 1.02
H 0.34 2.15 2.02
H 1.36 2.51 3.50
N 0.08 1.02 -4.12
C -0.04 -0.35 -4.16
N 0.60 -0.93 -5.22
O -0.67 -1.01 -3.33
H -0.26 1.52 -3.31
H 0.87 1.37 -4.63
H 0.49 -1.92 -5.32
H 1.04 -0.39 -5.94
N 1.51 4.95 -2.69
C 0.99 3.82 -2.13
N 1.80 3.18 -1.23
O -0.19 3.48 -2.22
H 2.47 5.15 -2.46
H 0.95 5.54 -3.27
H 1.31 2.50 -0.68
H 2.79 3.32 -1.26
N -3.44 3.92 1.82
C -3.30 4.72 0.70
N -2.51 4.15 -0.28
O -3.88 5.78 0.58
H -3.87 4.38 2.59
H -2.80 3.16 2.01
H -2.56 4.59 -1.18
H -2.26 3.19 -0.10
C -2.79 1.09 3.99
C -1.72 1.30 5.01
O -1.22 2.63 5.11
H -2.49 1.23 2.94
H -3.65 1.74 4.17
H -3.24 0.10 3.99
H -0.87 0.64 4.80
H -2.06 0.96 5.99
H -0.28 2.58 5.29
C -1.41 -2.86 2.34
C -0.65 -1.55 2.62
O 0.69 -1.66 2.16
H -1.08 -3.67 3.00
H -1.25 -3.14 1.30
H -2.47 -2.72 2.57
H -0.71 -1.48 3.71
H -1.11 -0.68 2.17
H 1.17 -2.40 2.54
C -4.40 3.49 -4.63
C -3.20 2.94 -3.87
O -2.12 3.86 -4.01
H -5.09 2.68 -4.88
H -4.07 3.90 -5.58
H -4.90 4.23 -4.01
H -2.95 1.94 -4.25
H -3.42 2.85 -2.79
H -1.48 3.73 -3.29
*
```

Its SMILES is CC1(C)CCCC(C)(C)N1O.CC1(C)CCCC(C)(C)N1O.CC1(C)CCCC(C)(C)N1O.NC(N)=O.NC(N)=O.NC(N)=O.NC(N)=O.NC(N)=O.CCO.CCO.CCO. As for the total energy: -3044.40573 a.u. The calculation puts the energy relative to the best compared isomer or geometry (same formula, charge and spin) at 1.0524 eV. For the strongest force on any atom, the calculation gives 2.1 eV Å⁻¹.